[1]
A 8-piece molecular cluster, C26H52O10 overall in a non-equilibrium geometry. Source: the OMol25 dataset; level of theory: ωB97M-V/def2-TZVPD.

The geometry in XYZ format:
```
88
Properties=species:S:1:pos:R:3:forces:R:3
C -2.03798 -3.15667 -1.02433 3.563 -4.727 -4.339
C -2.77698 -1.98567 -1.23433 -1.956 3.354 -0.506
O -2.12198 -0.89867 -2.07533 -0.530 -2.764 1.508
C -2.56098 -0.77167 -3.29733 1.061 2.078 -2.068
C -1.55898 0.23333 -3.98233 1.774 -1.403 0.314
O -3.50698 -1.28367 -3.84633 0.693 0.072 0.694
H -0.94198 -2.97467 -0.68633 -1.950 -0.574 -1.139
H -2.12598 -3.71267 -2.17433 1.124 1.023 3.103
H -2.46798 -3.94167 -0.38533 -0.265 0.751 -0.105
H -3.77498 -2.21467 -1.67533 0.577 0.781 0.786
H -2.66798 -1.48767 -0.31033 -1.437 1.103 1.289
H -0.95898 -0.31167 -4.74033 -0.528 0.041 0.298
H -0.78898 0.81933 -3.41533 -0.676 -1.248 0.592
H -1.95598 1.04333 -4.47233 -1.982 1.452 -1.560
C -1.96598 -3.38267 5.62267 -0.604 -0.593 2.581
C -2.64498 -2.14767 5.27267 -3.122 -2.946 -2.922
O -1.94898 -1.45467 4.37667 3.292 4.270 -2.660
C -2.24198 -0.05867 4.14567 -1.331 -2.805 -0.922
C -1.43698 0.47633 3.00167 0.750 4.471 3.985
O -3.25398 0.40533 4.57667 0.385 0.298 0.722
H -1.06898 -3.12067 6.10867 1.320 0.116 0.918
H -1.67998 -3.90567 4.77567 0.193 -1.334 -1.669
H -2.58798 -3.98367 6.33967 0.597 0.351 -0.853
H -3.59398 -2.41167 4.76767 -0.174 -0.280 0.043
H -3.00098 -1.59667 6.00267 -1.075 2.830 4.244
H -1.73598 0.04033 2.17467 -0.416 -3.574 -4.035
H -0.34298 0.56433 3.25867 -1.262 -0.052 -0.911
H -1.96398 1.45633 2.67167 1.476 -0.703 1.457
C -0.66598 -3.64067 1.79067 3.964 -0.322 0.969
C 0.73702 -3.68267 1.14967 0.791 -2.445 -5.412
C 1.95402 -3.28267 1.88867 -0.047 -3.113 1.421
O 0.91902 -4.15367 -0.04733 -1.187 1.849 4.199
H -0.56998 -2.70067 2.34167 -0.788 -0.692 1.220
H -0.80998 -4.66567 2.23267 -0.158 1.465 0.266
H -1.29698 -3.45967 1.01567 -1.919 0.015 -1.648
H 2.01502 -2.27467 2.09367 -0.927 2.250 2.130
H 2.89002 -3.29467 1.40667 0.841 -1.130 -1.779
H 2.06202 -4.12367 2.69067 -0.226 2.212 -0.468
C 2.65502 -3.49167 -2.98533 4.784 0.455 1.877
C 2.82902 -1.94967 -2.98833 6.591 0.696 -2.933
C 1.60802 -1.13867 -2.58833 4.802 -4.094 -6.476
O 4.06102 -1.44267 -3.25633 -7.159 -2.250 1.762
H 3.67302 -4.11467 -3.28833 -2.268 2.114 1.090
H 1.99002 -3.92867 -3.62733 -2.445 -0.508 -1.429
H 2.41802 -3.67867 -1.90633 -0.044 -0.508 -0.893
H 0.87502 -1.34067 -3.27833 -1.842 -0.117 -2.082
H 1.87802 -0.21367 -2.54933 1.317 5.319 0.582
H 1.32002 -1.65767 -1.84533 -1.691 -2.816 5.086
C -2.37298 2.19133 -1.02433 -2.388 1.940 -4.448
C -2.29698 3.72333 -1.15733 3.212 2.285 3.293
C -2.89498 4.43833 -2.39533 -1.949 6.367 13.038
O -1.63898 4.42233 -0.28833 -2.982 -2.868 -3.497
H -2.44998 1.81433 -0.09333 1.071 -1.014 3.324
H -1.74098 1.71033 -1.78733 0.132 0.207 0.965
H -3.40198 1.92133 -1.37833 0.413 0.257 -0.213
H -3.90898 4.20633 -2.37633 -2.195 0.485 0.221
H -2.60498 4.00633 -3.09333 5.307 -6.498 -11.846
H -2.54398 5.49433 -2.24233 -0.913 -0.982 -0.700
C 0.45302 3.82533 1.92767 -1.254 -2.685 1.688
C 1.58502 3.42233 2.85867 -2.465 -0.003 4.452
C 2.88702 3.48233 2.20667 3.162 0.212 -2.434
O 1.33202 3.15333 4.12867 1.699 1.186 -6.331
H -0.35598 4.04233 2.65467 -0.512 -1.244 -0.859
H 0.27802 3.22933 0.96467 -0.102 0.032 1.971
H 0.47302 4.74933 1.51967 1.394 3.443 -1.287
H 3.57002 4.47133 2.24267 -2.641 -1.133 -0.928
H 2.92502 2.85533 1.17667 -0.482 2.152 2.500
H 3.67402 3.03633 2.70467 1.118 -2.101 1.910
C 2.52402 3.67633 -1.13333 1.175 -1.779 0.236
C 1.63702 2.82633 -2.04233 -1.124 1.036 0.380
C 2.34102 2.51533 -3.35633 0.348 0.265 4.610
O 0.45602 2.56633 -1.72433 3.270 0.262 -1.258
H 3.28902 3.08733 -0.51433 -1.018 0.410 -1.375
H 1.89602 4.08733 -0.41533 -1.048 1.043 1.269
H 3.10502 4.44233 -1.63533 -0.128 0.025 -0.387
H 1.78102 2.07133 -4.00433 -3.954 -2.600 -3.985
H 3.08402 1.80233 -3.15333 1.553 -0.858 0.502
H 2.76602 3.32933 -3.79933 1.233 2.430 -0.806
C 0.40702 -0.23967 -0.70433 -5.652 1.311 1.825
C 1.56302 -0.01067 0.31467 -2.572 6.269 4.210
C 2.90902 -0.49467 -0.12633 -3.585 0.037 1.746
O 1.37202 0.83833 1.42167 1.267 -5.805 -6.749
H 0.13502 -1.29367 -0.93733 0.577 0.920 0.796
H 0.40902 0.29633 -1.75233 -0.026 -0.667 3.081
H -0.77798 0.03933 -0.24533 3.867 -0.063 -0.763
H 2.60202 -1.28267 -0.72233 0.813 -2.255 -0.351
H 3.43302 -0.63867 0.74367 1.948 -0.651 1.566
H 3.27502 0.18433 -0.78733 1.541 2.267 -1.694
```
Forces are in eV/Å.

The gap between HOMO and LUMO is 0.3327 Ha. The SMILES is CCOC(C)=O.CCOC(C)=O.CC(C)=O.CC(C)=O.CC(C)=O.CC(C)=O.CC(C)=O.CC(C)=O. For the LUMO energy, the calculation gives -0.00861 Eh. The total energy comes out at -48264.62469 eV.

These are the Löwdin partial charges, in e, on atoms 1 to 6: -0.12, -0.21, -0.04, -0.54, 0.02, 0.11



[2]
A 10-piece molecular cluster, H19O10 overall in a non-equilibrium geometry. Source: the OMol25 dataset; level of theory: ωB97M-V/def2-TZVPD.

The geometry in XYZ format:
```
29
Properties=species:S:1:pos:R:3:forces:R:3
O -2.84011 2.77557 -1.40755 -2.010 0.263 -1.356
H -2.79410 2.24689 -0.61664 1.189 0.419 0.351
H -2.14084 3.39074 -1.60835 0.539 -0.286 0.945
O 0.54524 2.44456 -1.99623 -0.718 1.115 0.304
H 0.46957 2.81522 -1.09732 0.661 -0.149 -0.114
H -0.40872 2.25961 -2.04871 0.174 -0.977 -0.717
O 2.82027 -2.46524 0.94359 -0.156 -0.088 0.111
H 2.09513 -2.02072 1.39795 -0.192 0.018 -0.198
H 2.36653 -2.89504 0.21083 0.122 0.043 -0.130
O -0.73587 1.95128 0.30811 -0.311 -0.234 0.351
H -0.21000 -1.85489 0.05502 -0.020 0.359 -0.334
H -0.97219 1.15620 -0.30142 0.411 1.091 -0.171
O -0.09457 -0.96510 0.41519 0.352 -0.488 0.505
H 2.17063 -0.09948 -0.50088 0.200 0.112 -0.029
H 0.02100 1.68877 0.84276 -0.151 -0.188 0.096
O 2.12426 -0.45655 3.45572 0.357 0.108 0.144
H 1.38272 -1.00230 3.74126 -0.112 0.059 -0.410
H 2.54891 -0.86801 2.69309 -0.151 0.087 0.358
O -1.16919 0.29625 -1.65059 -0.299 -0.552 0.886
H -0.40671 -0.34381 -0.32080 -0.269 -0.742 -0.616
H -2.07984 0.03371 -1.43196 0.282 0.106 -0.388
O 2.36331 0.69878 -1.01242 -0.448 -0.526 0.242
H 1.47689 0.94685 -1.34870 0.442 0.320 -0.198
H -1.77361 -1.06768 3.30113 0.041 -0.049 -0.365
O -0.95183 -0.68107 2.98816 0.247 -0.153 0.356
H -0.78872 -0.92166 2.04775 -0.200 0.262 0.119
O -0.74653 -2.63697 -2.34833 0.241 -0.687 -0.081
H -0.64571 -1.76332 -2.74855 -0.247 0.404 0.476
H -1.62593 -2.66261 -1.96213 0.024 0.353 -0.140
```
Forces are in eV/Å.

The gap between HOMO and LUMO is 0.3169 Ha. For the LUMO energy, the calculation gives 0.10638 Eh. The total energy comes out at -20785.27401 eV. The net charge is -1.

These are the natural (NBO) partial charges, in e, on atoms 1 to 6: -0.98, 0.50, 0.48, -0.97, 0.48, 0.49



[3]
An isolated molecule of C7H8N2O4 in a non-equilibrium geometry. Source: the OMol25 dataset; level of theory: ωB97M-V/def2-TZVPD.

The geometry in XYZ format:
```
21
Properties=species:S:1:pos:R:3:forces:R:3
C -0.26616 -2.09321 0.25857 -7.336 -4.002 -4.703
C 0.72934 -1.51243 0.90121 5.189 5.337 2.219
C -1.10616 -1.51230 -0.74188 5.342 2.277 1.571
C -0.70656 -0.17683 -1.48555 0.623 1.352 4.267
C -0.15121 1.68150 1.75496 -0.370 -0.145 -0.446
C 1.04823 -0.02535 0.79686 0.822 -1.226 0.074
C 0.26980 0.76958 -0.26428 -2.191 -2.611 -1.814
N -2.18709 -2.11052 -0.97375 -4.325 -1.560 -2.294
N 1.22005 1.51195 -1.11651 -0.441 3.335 1.091
O 2.09976 0.93791 -1.68806 0.361 -0.744 -0.559
O 1.05074 2.73584 -1.07964 0.521 -1.110 -0.641
O 0.64519 0.59147 2.03649 0.830 -0.679 -0.291
O -0.62356 1.57639 0.43561 1.381 -0.815 -1.918
H -0.56858 -3.17069 0.51103 0.173 1.849 -0.100
H 1.40416 -2.04628 1.46663 1.468 -1.135 1.012
H -0.10556 -0.38479 -2.38128 -0.401 0.480 0.244
H -1.56096 0.59416 -1.48846 1.135 -1.529 -0.767
H -1.07840 1.59765 2.21580 -1.308 0.179 2.082
H 0.37070 2.58574 1.96729 0.410 0.968 -0.141
H 2.18541 0.02757 0.59831 -1.654 0.342 0.505
H -2.66913 -1.57736 -1.72334 -0.228 -0.563 0.609
```
Forces are in eV/Å.

The gap between HOMO and LUMO (alpha / beta) is 0.2352 / 0.2555 Ha. For the LUMO energy (alpha / beta), the calculation gives -0.00115 / -0.11978 Eh. The total energy comes out at -18549.47275 eV. The expectation value of S² is 2.016. As for the spin multiplicity: 3.

These are the natural (NBO) partial charges, in e, on atoms 1 to 6: -0.13, -0.09, 0.10, -0.44, 0.23, -0.02



What are the ΔE to the lowest compared entry with this formula, charge and spin values for these records? In order: 1446.2, 120.0, 431.1 kJ/mol.